No. 1
# C31H45N8O2PdS3SbSe

A molecular structure, C31H45N8O2PdS3SbSe (ωB97M-V with the def2-TZVPD basis set, the Open Molecules 2025 dataset).

Geometry as XYZ:
```
92
Properties=species:S:1:pos:R:3
Pd 1.2412 -0.1435 -1.0814
S 3.0164 3.3980 -1.7173
Sb 4.1909 1.3517 -1.9075
S 3.5466 0.0081 -0.0460
S 2.3569 0.3510 -3.2294
C 3.7496 0.5322 4.3996
C 2.6117 1.4578 4.8138
C 2.6435 2.8070 4.0989
C 2.2732 2.7223 2.6237
N 0.8454 2.4498 2.4343
C 0.2820 1.3249 1.9825
Se 1.1664 -0.2959 1.6305
N -1.0360 1.5086 1.8219
C -2.0112 0.5385 1.3184
C -2.9025 -0.0510 2.4024
C -2.1798 -0.8572 3.4829
C -1.5730 -0.0184 4.6060
C -1.3453 2.8089 2.1974
C -2.5479 3.5080 2.1722
C -2.4902 4.8356 2.5392
C -1.2828 5.4481 2.9123
C -0.0918 4.7544 2.9323
C -0.1509 3.4117 2.5710
H 3.7132 -0.4049 4.9550
H 4.7165 0.9984 4.5985
H 3.7148 0.2819 3.3373
H 2.6636 1.6327 5.8899
H 1.6455 0.9719 4.6401
H 3.6482 3.2323 4.1657
H 1.9742 3.5156 4.5930
H 2.8288 1.9388 2.1090
H 2.4781 3.6560 2.0981
H -1.4427 -0.2382 0.8076
H -2.6003 1.0520 0.5569
H -3.6188 -0.6908 1.8814
H -3.4931 0.7429 2.8694
H -1.4110 -1.4839 3.0153
H -2.8965 -1.5517 3.9250
H -0.6985 0.5506 4.2880
H -1.2590 -0.6515 5.4357
H -2.3041 0.6940 4.9933
H -3.4715 3.0453 1.8522
H -3.3930 5.4299 2.5205
H -1.2872 6.4984 3.1670
H 0.8376 5.2362 3.2015
C -1.0048 1.3754 -4.0325
N -1.8418 0.2187 -3.7742
C -2.9930 0.0838 -4.6586
C -3.5174 -1.3335 -4.6251
C -3.7915 -1.7193 -3.1881
N -2.6142 -1.4709 -2.3660
C -2.5611 -2.1726 -1.0985
C -1.7401 -0.4629 -2.6127
O -0.8626 -0.1822 -1.7640
H -0.5394 1.2822 -5.0151
H -0.2318 1.4540 -3.2756
H -1.6066 2.2869 -4.0146
H -2.6714 0.3572 -5.6639
H -3.7685 0.7950 -4.3521
H -2.7765 -2.0116 -5.0542
H -4.4288 -1.4117 -5.2164
H -4.0293 -2.7812 -3.1126
H -4.6475 -1.1604 -2.7928
H -2.7418 -3.2347 -1.2699
H -3.3287 -1.8012 -0.4115
H -1.5773 -2.0540 -0.6555
N 0.7599 2.0230 -0.8251
C -0.1786 2.7036 -0.9356
C -1.3143 3.4718 -1.1065
C -1.2931 4.8543 -0.8057
N -1.2539 5.9803 -0.5634
C -2.4957 2.7685 -1.4323
N -3.4569 2.1667 -1.6556
O 1.0918 -2.3467 -1.0478
C 1.8853 -3.2881 -1.2523
C 1.3512 -4.6864 -1.3844
C 1.4930 -5.2241 -2.8173
C 2.8817 -5.7644 -3.1450
C 4.0101 -4.7399 -3.0765
C 4.1871 -4.1159 -1.6975
N 3.1926 -3.0904 -1.3896
H 0.3049 -4.6437 -1.0893
H 1.8719 -5.3451 -0.6836
H 1.2136 -4.4375 -3.5253
H 0.7660 -6.0263 -2.9496
H 2.8625 -6.2074 -4.1423
H 3.1106 -6.5823 -2.4531
H 3.8512 -3.9418 -3.8077
H 4.9468 -5.2312 -3.3473
H 5.1573 -3.6286 -1.6186
H 4.1650 -4.8909 -0.9259
H 3.5070 -2.1409 -1.2266
```

* frontier orbital gap (alpha / beta): 7.66 / 4.58 eV
* total charge: +1
* multiplicity: 6
* <S²>: 8.7772
* calculated total energy: -156757.54224 eV

No. 2
# C31H46AgF3NO6S

A molecular structure, C31H46AgF3NO6S (ωB97M-V with the def2-TZVPD basis set, the Open Molecules 2025 dataset).

Geometry as XYZ:
```
89
Properties=species:S:1:pos:R:3
N 2.0605 -17.0356 9.6127
H 2.5718 -17.8723 9.8897
H 1.0154 -17.1627 9.7190
H 2.1983 -16.8570 8.6159
H 2.3295 -16.1999 10.1326
Ag -1.7693 -15.3656 6.7294
C -2.9423 -18.5853 9.9880
F -2.4544 -19.4747 10.8371
F -3.9655 -19.0989 9.3152
F -3.3599 -17.4965 10.6416
S -1.5838 -18.1083 8.8568
O -0.4490 -17.8447 9.7192
O -1.3383 -19.2294 7.9931
O -2.1651 -16.9719 8.1286
C -4.7825 -21.0555 12.3100
C -5.5028 -22.1943 11.9756
C -5.4054 -23.3318 12.7713
C -4.6219 -23.3572 13.9117
C -3.8748 -22.2338 14.2188
C -3.9592 -21.0892 13.4295
H -4.8627 -20.1069 11.7948
H -6.1421 -22.2485 11.1026
H -6.0338 -24.1848 12.5411
H -4.6752 -24.2285 14.5490
H -3.1575 -22.2149 15.0318
H -3.3006 -20.2672 13.6865
C -6.4203 -14.4948 13.6321
C -5.1998 -15.1608 13.5448
C -4.3000 -14.8408 12.5300
C -4.5401 -13.7092 11.7573
C -5.7491 -13.0309 11.8589
C -6.7080 -13.4388 12.7867
H -7.1172 -14.8284 14.3912
H -5.0079 -16.0104 14.1897
H -3.4297 -15.4468 12.3126
H -3.8573 -13.4517 10.9538
H -6.0249 -12.2843 11.1230
H -7.6210 -12.8762 12.9271
C 1.6958 -16.5576 13.5141
C 0.4451 -16.2735 12.9688
C -0.4455 -17.2971 12.6805
C -0.0713 -18.6131 12.9426
C 1.2156 -18.9022 13.3822
C 2.1226 -17.8755 13.6519
H 2.3683 -15.7574 13.8028
H 0.2080 -15.2380 12.7464
H -1.3821 -17.1050 12.1799
H -0.6779 -19.4465 12.6106
H 1.5297 -19.9367 13.4650
H 3.0938 -18.0891 14.0783
C -1.6117 -23.4374 11.7690
C -0.7578 -22.3496 11.5823
C 0.5952 -22.4533 11.8884
C 1.1310 -23.6794 12.2256
C 0.2947 -24.7824 12.3701
C -1.0671 -24.6667 12.1223
H -2.6653 -23.3236 11.5434
H -1.1780 -21.4049 11.2655
H 1.2097 -21.5671 11.7729
H 2.1929 -23.8077 12.3937
H 0.7259 -25.7195 12.6979
H -1.7288 -25.5138 12.2623
C -8.2278 -20.5480 7.7433
C -7.4717 -19.2622 7.5051
O -8.2657 -18.1051 7.8020
H -7.6561 -21.3776 7.3212
H -9.1985 -20.5119 7.2517
H -8.3825 -20.7342 8.8085
H -7.2692 -19.1871 6.4375
H -6.5521 -19.2042 8.0934
H -8.6690 -18.2231 8.6675
C -4.4687 -18.7828 4.3655
C -3.5194 -18.6080 5.5165
O -3.1426 -19.9210 5.9596
H -4.7518 -17.8111 3.9359
H -5.4116 -19.2855 4.5683
H -3.9767 -19.2690 3.5231
H -3.8260 -17.9693 6.3493
H -2.5746 -18.1893 5.1035
H -2.4496 -19.8204 6.6253
C 1.9707 -21.0193 8.8270
C 1.3572 -21.2483 7.4559
O 0.9903 -20.0361 6.8273
H 2.9524 -20.5571 8.6747
H 2.1086 -21.9657 9.3498
H 1.3766 -20.3400 9.4438
H 0.4986 -21.9323 7.5069
H 2.0640 -21.7849 6.8199
H 0.1657 -19.7494 7.2407
```

* frontier orbital gap: 5.31 eV
* total charge: +1
* multiplicity: 1
* calculated total energy: -69646.89246 eV

Number 1 is which compound? C31H45N8O2PdS3SbSe